Here is a structure of composition C2H13BN3Sn at a distorted geometry from the OMol25 dataset. Energies are from ωB97M-V/def2-TZVPD.

HOMO energy	-13.17	eV
energy relative to the best compared isomer or geometry (same formula, charge and spin)	0.9486	eV
HOMO-LUMO gap	8.789	eV
2S+1	1
total charge	+1
LUMO level	-4.377	eV

Geometry (Å):
C: 0.159 -0.508 -2.474
Sn: -0.615 -0.941 -0.164
N: -0.616 -0.120 2.387
N: -0.788 1.353 -0.105
H: 0.231 0.447 2.495
H: -0.561 -1.361 -1.916
H: 0.785 -1.128 -3.131
H: 0.858 0.084 -1.868
H: -0.486 0.132 -3.085
H: 0.029 1.724 0.392
H: -1.638 1.674 0.365
H: -0.786 1.741 -1.049
H: -1.423 0.437 2.669
H: -0.536 -0.911 3.033
B: 2.631 -1.968 2.260
C: 2.002 -1.107 1.177
N: 1.493 -0.441 0.347
H: 3.106 -2.953 1.722
H: 1.756 -2.287 3.057
H: 3.495 -1.299 2.799

Löwdin atomic charge list, values in e, 5 entries: -0.136 1.268 -0.021 -0.016 0.050